{"formula": "CHF2IS", "method": "ωB97M-V/def2-TZVPD", "species": ["I", "S", "F", "F", "C", "H"], "coordinates": [[2.134, 0.422, -0.646], [-0.864, -1.527, 0.073], [0.214, 0.612, 1.658], [-1.186, -1.216, -1.474], [0.111, 0.450, 0.416], [-0.409, 1.259, -0.028]], "total_charge": 0, "relative_energy_ev": 1.992, "energy_ha": -934.221354, "smiles": "FS[C@@H](F)I", "lumo_energy_ev": -0.820, "multiplicity": 1, "orbital_gap_ev": 8.602}

{"formula": "C6H13N3Si", "method": "ωB97M-V/def2-TZVPD", "species": ["Si", "N", "N", "N", "C", "C", "C", "C", "C", "C", "H", "H", "H", "H", "H", "H", "H", "H", "H", "H", "H", "H", "H"], "coordinates": [[0.295, 0.316, -0.513], [-1.297, -0.904, -0.597], [-3.316, -1.653, -0.704], [-1.153, -2.188, -0.851], [0.065, -0.709, 2.186], [-2.547, -0.565, -0.548], [1.389, 0.060, -2.109], [1.157, -0.283, 1.181], [-0.384, 2.123, -0.298], [-2.413, -2.592, -0.920], [2.038, -0.977, 0.953], [0.517, -0.676, 3.136], [-0.779, -0.130, 2.144], [1.777, 0.506, 1.713], [2.383, 0.432, -1.939], [1.586, -0.907, -2.257], [-2.680, -3.696, -1.149], [0.419, 2.786, 0.225], [0.869, 0.363, -2.964], [-1.343, 2.237, 0.234], [-0.406, -1.680, 1.892], [-0.510, 2.651, -1.361], [-3.061, 0.361, -0.408]], "total_charge": 0, "relative_energy_ev": 0.635, "energy_ha": -690.162036, "smiles": "CC[Si](C)(C)n1cncn1", "lumo_energy_ev": 0.677, "multiplicity": 1, "orbital_gap_ev": 10.250}

{"formula": "C3H6N2O2S", "method": "ωB97M-V/def2-TZVPD", "species": ["S", "O", "O", "N", "N", "C", "C", "C", "H", "H", "H", "H", "H", "H"], "coordinates": [[1.524, 0.175, 0.041], [2.247, -0.144, 1.224], [0.990, -1.203, -0.814], [-0.321, -1.557, -0.588], [-0.148, 0.428, 0.482], [-2.339, -0.682, 0.397], [2.098, 1.535, -0.888], [-0.907, -0.615, 0.044], [-2.812, 0.212, 0.018], [-0.340, 1.336, 0.728], [3.128, 1.583, -0.394], [-2.566, -1.682, 0.221], [1.964, 1.302, -1.907], [-2.517, -0.687, 1.437]], "total_charge": 0, "relative_energy_ev": 4.811, "energy_ha": -775.771810, "lumo_energy_ev": [0.557, -2.409], "multiplicity": 3, "orbital_gap_ev": [5.759, 6.823]}

{"formula": "H3NO2S2", "method": "ωB97M-V/def2-TZVPD", "species": ["S", "S", "O", "O", "N", "H", "H", "H"], "coordinates": [[1.505, -0.628, -0.367], [-1.197, -1.334, -0.094], [2.832, -0.908, 0.053], [0.107, -1.422, 0.791], [1.229, 0.956, 0.170], [0.288, 1.324, -0.246], [1.369, 0.860, 1.205], [-1.193, -2.613, -0.677]], "total_charge": 0, "relative_energy_ev": 0.542, "energy_ha": -1003.326540, "lumo_energy_ev": 0.139, "multiplicity": 1, "orbital_gap_ev": 9.159}